(1)
# C28H35F3IrN2OS

C28H35F3IrN2OS as an isolated structure (ωB97M-V/def2-TZVPD, OMol25).

The frontier orbital gap (spin up / spin down) is 8.66 / 6.24 eV. Its expectation value of S² is 6.05. Its multiplicity is 5. For the calculated total energy, the calculation gives -2074.5761 Ha. As for the charge: +1.

Last column: natural (NBO) charge in e.
Positions of all 71 atoms, in Å:
Ir: 0.24 0.08 1.24  1.075
F: -1.47 0.72 6.29  -0.310
C: -2.58 0.50 5.57  0.981
F: -3.53 0.08 6.41  -0.314
F: -2.98 1.68 5.06  -0.309
C: -2.34 -0.51 4.48  -0.212
C: -3.11 -1.66 4.41  -0.085
C: -2.90 -2.58 3.39  -0.272
C: -1.91 -2.31 2.47  0.069
N: -1.16 -1.21 2.54  -0.559
C: -1.36 -0.30 3.51  0.105
S: -0.30 1.09 3.38  -0.173
H: -3.88 -1.83 5.15  0.251
H: -3.49 -3.48 3.31  0.243
H: -1.70 -2.99 1.65  0.211
C: -0.06 4.47 -4.01  -0.639
C: 0.20 3.88 -2.64  -0.004
C: 0.65 4.70 -1.60  -0.084
C: 0.90 4.19 -0.32  -0.016
C: 1.38 5.07 0.80  -0.638
C: 0.69 2.85 -0.11  -0.199
C: 0.23 1.96 -1.14  0.246
C: 0.00 2.54 -2.42  -0.233
N: 0.05 0.66 -0.81  -0.489
C: -0.27 -0.41 -1.78  0.136
C: -1.68 -0.23 -2.41  -0.424
C: -1.98 -1.39 -3.36  -0.209
C: -0.91 -1.45 -4.46  -0.405
C: 0.47 -1.69 -3.83  -0.223
C: 0.46 -3.01 -3.05  -0.394
C: -0.60 -2.93 -1.96  -0.219
C: -1.98 -2.71 -2.58  -0.404
C: -0.29 -1.75 -1.02  -0.433
C: 0.81 -0.54 -2.88  -0.418
H: 0.15 5.54 -4.03  0.227
H: -1.10 4.33 -4.30  0.232
H: 0.56 3.98 -4.76  0.231
H: 0.79 5.76 -1.78  0.212
H: 1.51 6.10 0.47  0.228
H: 2.33 4.72 1.20  0.229
H: 0.66 5.06 1.63  0.235
H: 0.88 2.44 0.88  0.200
H: -0.35 1.94 -3.24  0.216
H: -1.74 0.71 -2.95  0.213
H: -2.42 -0.18 -1.60  0.217
H: -2.96 -1.23 -3.80  0.226
H: -0.91 -0.51 -5.03  0.207
H: -1.14 -2.25 -5.16  0.220
H: 1.23 -1.73 -4.61  0.226
H: 1.45 -3.19 -2.62  0.208
H: 0.24 -3.84 -3.73  0.219
H: -0.60 -3.85 -1.38  0.219
H: -2.75 -2.69 -1.80  0.206
H: -2.22 -3.54 -3.25  0.220
H: 0.68 -1.91 -0.54  0.214
H: -1.07 -1.71 -0.26  0.208
H: 0.90 0.38 -3.45  0.214
H: 1.78 -0.71 -2.40  0.215
C: 2.61 -1.74 3.72  -0.434
C: 3.75 -0.75 3.44  -0.435
C: 3.27 -0.04 2.18  -0.071
O: 2.29 -0.93 1.56  -0.583
C: 2.25 -2.17 2.32  -0.068
H: 1.77 -1.22 4.18  0.220
H: 2.91 -2.57 4.36  0.238
H: 4.68 -1.29 3.24  0.217
H: 3.92 -0.05 4.25  0.239
H: 4.06 0.16 1.45  0.204
H: 2.76 0.90 2.41  0.190
H: 3.00 -2.85 1.91  0.190
H: 1.26 -2.60 2.21  0.200


(2)
# C28H35F4N4OPtS

C28H35F4N4OPtS as an isolated structure (ωB97M-V/def2-TZVPD, OMol25).

The frontier orbital gap (spin up / spin down) is 6.75 / 6.75 eV. For the calculated total energy, the calculation gives -2298.9099 Ha. As for the charge: +1.

Last column: Löwdin charge in e.
Positions of all 74 atoms, in Å:
Pt: 0.05 0.02 0.28  1.105
C: -0.24 2.46 2.94  -0.066
C: 0.58 1.20 3.19  -0.224
N: 0.06 0.00 2.51  -0.243
C: -1.37 -0.25 2.86  -0.239
C: -1.66 -0.38 4.35  -0.053
C: 0.92 -1.17 2.82  -0.178
C: 0.53 -2.36 1.98  -0.218
N: 0.45 -1.91 0.61  -0.152
C: 0.29 -2.78 -0.43  -0.167
C: 0.43 -2.32 -1.74  -0.163
F: 0.72 -0.99 -1.94  0.004
C: 0.32 -3.12 -2.86  -0.235
F: 0.46 -2.55 -4.06  0.094
C: 0.05 -4.47 -2.74  0.072
C: -0.10 -4.96 -1.46  -0.214
F: -0.37 -6.25 -1.28  0.109
C: 0.01 -4.16 -0.34  -0.136
F: -0.20 -4.74 0.86  0.088
H: 0.34 3.33 3.26  0.082
H: -1.17 2.46 3.50  0.077
H: -0.46 2.56 1.88  0.042
H: 0.61 1.00 4.27  0.127
H: 1.61 1.34 2.86  0.099
H: -1.68 -1.16 2.34  0.100
H: -1.95 0.56 2.43  0.105
H: -1.05 -1.15 4.83  0.077
H: -2.70 -0.68 4.47  0.088
H: -1.53 0.56 4.88  0.073
H: 0.86 -1.42 3.88  0.127
H: 1.95 -0.87 2.60  0.124
H: -0.41 -2.79 2.35  0.114
H: 1.30 -3.13 2.10  0.135
H: -0.03 -5.10 -3.61  0.140
N: -0.19 1.95 -0.44  -0.487
S: 0.90 3.06 -0.84  1.105
C: 2.24 2.87 0.32  -0.423
C: 2.50 3.93 1.17  -0.087
C: 3.51 3.80 2.11  -0.060
C: 4.24 2.62 2.19  -0.058
C: 3.97 1.57 1.32  -0.063
C: 2.96 1.68 0.38  -0.104
C: 1.69 2.45 -2.34  -0.390
C: 3.00 2.79 -2.65  -0.075
C: 3.54 2.34 -3.85  -0.056
C: 2.78 1.57 -4.72  -0.056
C: 1.46 1.26 -4.40  -0.055
C: 0.91 1.71 -3.21  -0.098
H: -1.12 2.35 -0.43  0.022
H: 1.93 4.84 1.10  0.116
H: 3.73 4.62 2.79  0.115
H: 5.03 2.52 2.92  0.114
H: 4.55 0.65 1.38  0.117
H: 2.77 0.88 -0.32  0.105
H: 3.60 3.39 -1.98  0.117
H: 4.57 2.59 -4.10  0.114
H: 3.21 1.21 -5.64  0.113
H: 0.87 0.66 -5.08  0.115
H: -0.11 1.47 -2.95  0.084
C: -4.87 -1.01 0.32  -0.020
N: -4.25 -1.06 -1.00  -0.135
C: -5.00 -1.60 -2.13  -0.031
C: -3.00 -0.60 -1.13  -0.479
C: -2.36 -0.70 -2.49  0.023
O: -2.40 -0.14 -0.15  -0.066
H: -5.94 -1.15 0.22  0.088
H: -4.67 -0.04 0.79  0.088
H: -4.46 -1.79 0.97  0.097
H: -5.95 -1.99 -1.76  0.090
H: -4.47 -2.43 -2.60  0.093
H: -5.21 -0.84 -2.88  0.096
H: -2.97 -0.23 -3.26  0.097
H: -2.21 -1.75 -2.76  0.093
H: -1.39 -0.21 -2.45  0.047


(3)
# C28H35MnO2PSb

C28H35MnO2PSb as an isolated structure (ωB97M-V/def2-TZVPD, OMol25).

The frontier orbital gap (spin up / spin down) is 8.12 / 6.93 eV. Its expectation value of S² is 4.01. Its multiplicity is 4. For the calculated total energy, the calculation gives -2970.7114 Ha. As for the charge: +1.

Last column: natural (NBO) charge in e.
Positions of all 68 atoms, in Å:
Mn: -0.34 0.53 0.30  0.735
O: 1.49 -0.19 -0.89  -0.566
C: 1.54 0.24 0.25  0.318
C: 2.57 0.07 1.29  -0.202
C: 3.95 0.16 1.13  -0.164
C: 4.76 0.02 2.25  -0.184
C: 4.20 -0.25 3.50  -0.179
C: 2.82 -0.38 3.64  -0.212
C: 2.01 -0.21 2.54  -0.222
P: 0.20 -0.46 2.42  0.884
C: -0.52 0.02 4.01  -0.397
C: -0.43 -0.81 5.13  -0.129
C: -0.95 -0.39 6.34  -0.220
C: -1.57 0.85 6.44  -0.179
C: -1.67 1.67 5.32  -0.197
C: -1.15 1.25 4.11  -0.190
C: -0.01 -2.26 2.31  -0.388
C: -1.31 -2.76 2.40  -0.143
C: -1.54 -4.11 2.27  -0.219
C: -0.48 -4.98 2.04  -0.188
C: 0.81 -4.49 1.94  -0.184
C: 1.05 -3.13 2.08  -0.205
H: 4.38 0.37 0.16  0.234
H: 5.83 0.11 2.16  0.232
H: 4.84 -0.36 4.36  0.231
H: 2.39 -0.60 4.61  0.230
H: 0.04 -1.78 5.05  0.218
H: -0.88 -1.03 7.21  0.228
H: -1.98 1.18 7.39  0.228
H: -2.16 2.63 5.40  0.223
H: -1.24 1.88 3.22  0.215
H: -2.14 -2.08 2.58  0.210
H: -2.55 -4.50 2.35  0.225
H: -0.67 -6.04 1.93  0.227
H: 1.64 -5.16 1.76  0.226
H: 2.06 -2.75 2.01  0.225
C: 1.24 3.78 2.59  -0.626
C: 0.06 4.22 1.71  -0.724
Sb: 0.02 3.14 -0.14  1.063
C: 1.89 3.78 -0.97  -0.720
C: 2.06 5.30 -1.01  -0.625
C: -1.37 4.34 -1.26  -0.725
C: -2.82 3.94 -1.00  -0.617
H: 1.22 4.29 3.55  0.227
H: 2.19 4.01 2.11  0.212
H: 1.21 2.70 2.78  0.202
H: 0.11 5.28 1.48  0.230
H: -0.89 4.05 2.22  0.222
H: 1.95 3.35 -1.97  0.235
H: 2.67 3.31 -0.38  0.225
H: 1.29 5.78 -1.62  0.211
H: 3.03 5.57 -1.43  0.227
H: 2.01 5.74 -0.01  0.206
H: -1.11 4.22 -2.32  0.231
H: -1.19 5.38 -0.99  0.229
H: -3.00 2.91 -1.32  0.196
H: -3.50 4.59 -1.56  0.227
H: -3.08 4.02 0.05  0.205
C: -4.52 1.04 0.84  -0.277
O: -3.08 1.00 0.95  -0.491
C: -2.30 0.48 0.02  0.156
C: -2.96 -0.14 -1.18  -0.767
H: -4.83 1.67 0.01  0.196
H: -4.86 1.47 1.78  0.216
H: -4.93 0.04 0.73  0.197
H: -3.96 0.21 -1.40  0.228
H: -3.00 -1.22 -1.01  0.262
H: -2.32 0.01 -2.05  0.250


(4)
# C28H35N2O4PtS4

C28H35N2O4PtS4 as an isolated structure (ωB97M-V/def2-TZVPD, OMol25).

The frontier orbital gap (spin up / spin down) is 7.10 / 5.56 eV. Its expectation value of S² is 6.05. Its multiplicity is 5. For the calculated total energy, the calculation gives -3210.2003 Ha. As for the charge: +1.

Last column: Löwdin charge in e.
Positions of all 74 atoms, in Å:
Pt: -0.14 -0.11 -0.08  0.783
C: 1.81 -4.25 -0.82  -0.116
C: 1.35 -2.82 -0.85  -0.770
S: -0.12 -2.48 -0.10  0.668
C: 2.14 -1.86 -1.50  -0.769
C: 3.41 -2.29 -2.19  -0.115
S: 1.75 -0.23 -1.56  0.724
H: 1.10 -4.88 -0.28  0.065
H: 2.78 -4.33 -0.34  0.088
H: 1.91 -4.64 -1.84  0.089
H: 4.09 -2.76 -1.47  0.085
H: 3.92 -1.45 -2.65  0.068
H: 3.20 -3.03 -2.96  0.088
C: -3.15 -2.75 -6.38  -0.036
C: -2.75 -1.62 -5.47  -0.246
C: -3.65 -0.61 -5.14  -0.019
C: -3.29 0.43 -4.30  -0.035
C: -2.00 0.45 -3.79  -0.295
C: -1.07 -0.54 -4.11  -0.037
C: -1.46 -1.57 -4.94  -0.014
S: -1.52 1.73 -2.72  0.647
O: -0.12 1.97 -2.81  -0.289
O: -2.47 2.80 -2.76  -0.276
N: -1.68 0.89 -1.23  -0.095
C: -2.71 1.05 -0.36  -0.370
C: -3.87 1.83 -0.49  0.039
C: -4.70 1.93 0.61  -0.027
C: -4.37 1.28 1.78  -0.019
C: -3.21 0.50 1.82  -0.102
N: -2.42 0.36 0.78  0.063
H: -4.17 -2.64 -6.72  0.079
H: -3.05 -3.71 -5.87  0.090
H: -2.50 -2.78 -7.26  0.091
H: -4.65 -0.64 -5.56  0.119
H: -3.99 1.22 -4.07  0.116
H: -0.07 -0.49 -3.70  0.081
H: -0.74 -2.34 -5.20  0.124
H: -4.08 2.35 -1.41  0.105
H: -5.60 2.53 0.55  0.123
H: -5.00 1.36 2.66  0.117
H: -2.93 -0.05 2.71  0.122
C: 0.26 -2.00 4.35  0.002
C: 0.91 -1.22 3.23  -0.379
O: 0.22 -0.47 2.55  -0.065
C: 2.37 -1.37 3.00  -0.152
C: 3.17 -2.03 3.92  -0.021
C: 4.54 -2.15 3.71  -0.060
C: 5.10 -1.62 2.55  -0.060
C: 4.30 -0.97 1.62  -0.056
C: 2.94 -0.84 1.85  -0.039
H: -0.82 -1.95 4.23  0.084
H: 0.52 -1.55 5.31  0.101
H: 0.59 -3.03 4.36  0.093
H: 2.74 -2.45 4.82  0.111
H: 5.16 -2.65 4.43  0.110
H: 6.16 -1.72 2.38  0.111
H: 4.74 -0.56 0.72  0.112
H: 2.33 -0.32 1.13  0.042
C: 2.42 4.64 2.71  -0.121
C: 1.66 4.08 1.52  -0.382
S: 1.04 2.44 1.84  0.958
O: 0.44 2.03 0.50  -0.653
C: -0.36 2.79 2.91  -0.368
C: -1.46 3.60 2.24  -0.113
H: 2.87 5.60 2.44  0.084
H: 3.22 3.97 3.02  0.079
H: 1.77 4.82 3.57  0.069
H: 2.30 3.94 0.65  0.100
H: 0.82 4.71 1.21  0.092
H: 0.05 3.27 3.79  0.090
H: -0.70 1.80 3.21  0.065
H: -1.24 4.66 2.23  0.078
H: -2.40 3.47 2.79  0.078
H: -1.62 3.27 1.22  0.064